{
  "formula": "H3S3",
  "method": "ωB97M-V with the def2-TZVPD basis set",
  "e_above_lowest_ev": 0.1287,
  "total_energy_ha": -1196.40026,
  "e_homo_ev": -3.157,
  "total_charge": -1,
  "species": ["S", "H", "S", "S", "H", "H"],
  "coordinates": [[0.112, 1.313, 1.747], [0.211, 1.860, 0.501], [-0.294, -0.732, -1.818], [0.994, -0.539, 1.261], [-1.349, -1.332, -1.312], [0.326, -0.569, -0.380]]
}